This record from the OMol25 dataset describes 8 unconnected molecules or ions with the total composition C33H89N7O9. The level of theory is ωB97M-V/def2-TZVPD.

```
! wB97M-V def2-TZVPD RIJCOSX def2/J DEFGRID3
* xyz 0 1
C -16.9785 -4.8679 15.5464
C -16.4063 -5.7302 14.4271
C -16.7289 -5.2203 13.0252
O -15.0421 -5.7720 14.5161
H -16.4265 -3.9283 15.5228
H -16.7625 -5.2731 16.5349
H -18.0199 -4.5753 15.4118
H -16.7829 -6.7508 14.4967
H -17.7995 -5.0237 12.9679
H -16.5284 -6.0668 12.3684
H -16.3043 -4.2825 12.6671
H -14.7565 -6.5018 13.9617
C -18.2824 0.3440 8.8882
O -16.9512 0.5318 8.3685
C -16.1559 1.5674 8.8987
C -16.1904 1.6953 10.4473
N -15.3155 0.8156 11.2842
C -15.1833 -0.6092 10.9679
C -14.3036 -1.2685 11.9901
O -13.8288 -2.4781 11.6442
C -13.2795 -3.2741 12.6277
H -18.8610 1.2667 8.8437
H -18.2944 -0.0327 9.9110
H -18.8121 -0.3909 8.2821
H -16.5038 2.4929 8.4397
H -15.1220 1.5147 8.5577
H -17.2283 1.6812 10.7801
H -15.7723 2.6700 10.6988
H -15.1126 1.1045 12.2305
H -14.7383 -0.8010 9.9915
H -16.1530 -1.1053 10.9262
H -14.8894 -1.2948 12.9089
H -13.4498 -0.6018 12.1108
H -12.8832 -4.2073 12.2276
H -13.9475 -3.6072 13.4221
H -12.3541 -2.9633 13.1124
C -22.4418 0.1995 9.8259
C -21.9567 -0.2009 8.3691
C -21.8246 -1.6860 8.2860
O -23.0472 -2.3243 7.9253
C -22.9989 -3.6854 7.7234
N -22.9235 0.3634 7.4600
H -22.5019 1.2810 9.9474
H -21.8957 -0.3465 10.5952
H -23.4760 -0.1336 9.9131
H -21.0140 0.2598 8.0740
H -21.6481 -2.1642 9.2495
H -20.9255 -1.9098 7.7119
H -23.8890 -4.2363 7.4194
H -22.5870 -4.2695 8.5463
H -22.4559 -3.9245 6.8089
H -22.5728 0.2395 6.5210
H -23.6504 -0.3377 7.4498
C -19.0893 -3.8831 9.3942
C -17.6730 -4.5323 9.2652
C -17.2885 -5.2024 7.8357
O -16.8931 -4.3649 6.7944
C -16.8385 -5.0944 5.5393
N -16.8557 -3.3850 9.4661
H -19.1809 -3.3033 8.4757
H -19.2213 -3.2658 10.2828
H -19.9055 -4.5965 9.2802
H -17.6196 -5.2993 10.0378
H -18.0209 -5.9384 7.5042
H -16.4230 -5.8057 8.1096
H -16.0358 -5.8293 5.4781
H -16.7887 -4.2788 4.8179
H -17.7712 -5.6500 5.4416
H -15.8768 -3.6324 9.4397
H -16.9053 -2.7997 8.6445
C -21.0338 2.9471 6.5539
C -20.7884 2.7925 5.0290
C -19.5435 3.6320 4.7338
O -19.7838 5.0495 4.8058
C -18.5943 5.8056 4.6455
N -20.5672 1.4438 4.7104
H -20.3186 2.3673 7.1372
H -22.0073 2.5428 6.8313
H -20.9275 3.9605 6.9407
H -21.6803 3.2426 4.5931
H -19.2446 3.3434 3.7261
H -18.6726 3.3872 5.3417
H -17.9625 5.5736 3.7881
H -18.1099 5.6737 5.6129
H -18.7959 6.8758 4.6906
H -21.4249 0.9131 4.7636
H -20.1606 0.9854 5.5133
C -10.2935 -4.6647 20.1594
C -10.0316 -5.1082 18.6732
C -11.2459 -4.9856 17.5961
O -11.5028 -3.6256 17.2872
C -12.6215 -3.3288 16.5604
N -8.7752 -4.3062 18.2491
H -11.0522 -5.2560 20.6722
H -10.6904 -3.6543 20.0605
H -9.3855 -4.6202 20.7607
H -9.7351 -6.1480 18.8107
H -12.0463 -5.4744 18.1516
H -10.9719 -5.5173 16.6849
H -13.4475 -4.0268 16.6968
H -12.2863 -3.3987 15.5256
H -13.0179 -2.3581 16.8582
H -8.8217 -4.1818 17.2479
H -8.7660 -3.3230 18.4801
C -9.7970 -0.2796 8.0069
C -10.2159 1.0079 8.8286
C -10.3455 0.7911 10.3760
O -9.1240 0.2994 10.9391
C -9.3096 -0.1540 12.2731
N -9.2433 2.0547 8.4981
H -9.0321 -0.7812 8.5997
H -9.3799 0.0317 7.0492
H -10.5506 -1.0582 7.8888
H -11.1498 1.3666 8.3957
H -11.0782 0.0128 10.5895
H -10.7612 1.6807 10.8491
H -10.2616 -0.6769 12.3641
H -9.2440 0.7089 12.9359
H -8.5652 -0.8638 12.6338
H -8.3751 1.8123 8.9537
H -9.5330 2.8616 9.0322
C -15.7291 5.5247 9.1351
C -14.9943 6.8118 8.9784
C -15.8028 8.0826 9.3718
O -16.1956 7.8763 10.6967
C -17.1827 8.8089 11.1777
N -13.5836 6.9087 9.4132
H -16.5385 5.3898 8.4176
H -15.9318 5.5180 10.2060
H -15.1024 4.6483 8.9701
H -14.9044 6.9859 7.9061
H -16.7376 8.0551 8.8119
H -15.1673 8.9667 9.3203
H -16.7060 9.5391 11.8316
H -17.9892 8.2749 11.6803
H -17.7762 9.2224 10.3623
H -13.4868 7.0777 10.4043
H -13.0140 6.0978 9.2179
*
```

## Properties
LUMO: 0.41 eV
total energy: -64512.913 eV
maximum force: 4.29 eV Å⁻¹
energy above the lowest of the compared OMol25 structures with the same formula, charge and spin: 520.05 kJ/mol
SMILES string: COC[C@H](C)N.COC[C@H](C)N.COC[C@H](C)N.COC[C@H](C)N.COC[C@H](C)N.COC[C@H](C)N.COCCNCCOC.CC(C)O